{"formula": "C80H189B2F8N9O13", "method": "ωB97M-V with the def2-TZVPD basis set", "fmax_ha_per_bohr": 0.086, "lumo_ev": -5.09, "charge": 4, "species": ["C", "C", "N", "C", "C", "C", "C", "C", "O", "C", "H", "H", "H", "H", "H", "H", "H", "H", "H", "H", "H", "H", "H", "H", "H", "H", "H", "H", "H", "H", "C", "C", "N", "C", "C", "C", "C", "C", "O", "C", "H", "H", "H", "H", "H", "H", "H", "H", "H", "H", "H", "H", "H", "H", "H", "H", "H", "H", "H", "H", "C", "C", "N", "C", "C", "C", "C", "C", "O", "C", "H", "H", "H", "H", "H", "H", "H", "H", "H", "H", "H", "H", "H", "H", "H", "H", "H", "H", "H", "H", "C", "C", "N", "C", "C", "C", "C", "C", "O", "C", "H", "H", "H", "H", "H", "H", "H", "H", "H", "H", "H", "H", "H", "H", "H", "H", "H", "H", "H", "H", "C", "C", "N", "C", "C", "C", "C", "C", "O", "C", "H", "H", "H", "H", "H", "H", "H", "H", "H", "H", "H", "H", "H", "H", "H", "H", "H", "H", "H", "H", "C", "C", "N", "C", "C", "C", "C", "C", "O", "C", "H", "H", "H", "H", "H", "H", "H", "H", "H", "H", "H", "H", "H", "H", "H", "H", "H", "H", "H", "H", "C", "C", "N", "C", "C", "C", "C", "C", "O", "C", "H", "H", "H", "H", "H", "H", "H", "H", "H", "H", "H", "H", "H", "H", "H", "H", "H", "H", "H", "H", "C", "C", "C", "N", "C", "C", "C", "C", "C", "C", "H", "H", "H", "H", "H", "H", "H", "H", "H", "H", "H", "H", "H", "H", "H", "H", "H", "H", "H", "H", "C", "C", "C", "N", "C", "C", "C", "C", "C", "C", "H", "H", "H", "H", "H", "H", "H", "H", "H", "H", "H", "H", "H", "H", "H", "H", "H", "H", "H", "H", "C", "C", "O", "O", "H", "H", "H", "C", "C", "O", "O", "H", "H", "H", "C", "C", "O", "O", "H", "H", "H", "B", "F", "F", "F", "F", "B", "F", "F", "F", "F"], "positions_angstrom": [[-0.8148, -9.9391, -7.7661], [-1.0871, -8.9393, -8.7593], [0.1746, -8.4443, -9.4199], [0.9104, -9.4998, -10.1294], [-0.3601, -7.3902, -10.4535], [0.5419, -6.3523, -11.0664], [1.1684, -7.9520, -8.4159], [0.5997, -7.0644, -7.3165], [-0.0207, -5.9257, -7.9311], [-0.1525, -4.8686, -7.0577], [-1.6565, -10.0182, -7.1230], [0.0663, -9.8250, -7.1103], [-0.6962, -11.0176, -8.1003], [-1.5687, -8.0808, -8.3604], [-1.6354, -9.2874, -9.6056], [0.2518, -9.9418, -10.8391], [1.1731, -10.3252, -9.4827], [1.7177, -9.1847, -10.6849], [-1.1646, -6.8691, -10.0039], [-0.8603, -8.1061, -11.1564], [0.1490, -5.8945, -12.0184], [1.5361, -6.7064, -11.3203], [0.6547, -5.5126, -10.3923], [1.8396, -7.3620, -9.0764], [1.7410, -8.6864, -7.8829], [1.4323, -6.8578, -6.6726], [-0.1377, -7.6515, -6.6818], [-0.4145, -5.1275, -5.9932], [-0.8060, -4.1789, -7.5900], [0.7688, -4.3228, -6.8876], [-6.3526, 2.1047, -3.0944], [-7.3106, 0.9419, -3.2156], [-8.6436, 1.2562, -2.5542], [-9.2413, 2.3672, -3.4199], [-9.6729, 0.1951, -2.6745], [-9.3875, -0.9923, -1.7826], [-8.4558, 1.6759, -1.0846], [-9.6572, 1.9128, -0.3197], [-10.3225, 3.0585, -0.7452], [-11.4691, 3.3161, 0.1034], [-6.6455, 2.7610, -2.2774], [-6.3791, 2.6623, -3.9724], [-5.3548, 1.7011, -2.9392], [-7.0511, 0.0169, -2.7500], [-7.4263, 0.6964, -4.2880], [-9.2851, 2.0634, -4.4401], [-8.5449, 3.1651, -3.3471], [-10.2197, 2.7382, -3.0136], [-9.7239, -0.2037, -3.7112], [-10.5765, 0.6869, -2.5557], [-10.3565, -1.5596, -1.7458], [-9.0545, -0.8063, -0.7733], [-8.6659, -1.6242, -2.2439], [-7.9401, 2.6585, -0.9935], [-7.7889, 0.9525, -0.6568], [-9.2598, 2.1704, 0.6282], [-10.3219, 1.1324, -0.2428], [-11.0455, 3.3410, 1.1300], [-12.2196, 2.5157, 0.0075], [-11.9530, 4.2659, 0.0028], [-6.1916, 6.3533, 0.0396], [-4.8948, 6.0429, -0.7253], [-3.5304, 6.3420, -0.1189], [-3.4758, 5.6160, 1.1892], [-2.5381, 5.7426, -1.0575], [-2.5610, 4.2945, -1.0990], [-3.2876, 7.8774, 0.0544], [-1.8674, 8.2285, 0.3366], [-1.3953, 7.4336, 1.3600], [-0.0410, 7.7786, 1.7678], [-6.1710, 7.4317, 0.3727], [-6.3255, 5.7307, 0.9040], [-7.0378, 6.3590, -0.6333], [-4.8976, 6.5782, -1.6706], [-4.8416, 4.9480, -0.9307], [-4.0197, 4.6758, 1.1641], [-3.9460, 6.3044, 1.9225], [-2.4757, 5.4430, 1.4684], [-1.5386, 6.0034, -0.5632], [-2.6318, 6.2284, -2.0027], [-2.6512, 3.9066, -0.0984], [-1.7200, 3.8944, -1.6626], [-3.3804, 3.8372, -1.7239], [-3.9363, 8.2492, 0.9022], [-3.6011, 8.3391, -0.8853], [-1.8515, 9.2718, 0.6044], [-1.3057, 8.0583, -0.5585], [0.1574, 7.3086, 2.7541], [0.0718, 8.8731, 1.8262], [0.5354, 7.2702, 0.9957], [6.6197, -4.0468, 2.2832], [5.8336, -5.0671, 3.0713], [5.9002, -6.5213, 2.5717], [5.3565, -6.5149, 1.1899], [7.2871, -7.0752, 2.5639], [7.5323, -8.5075, 2.1383], [4.9569, -7.3953, 3.4196], [5.4731, -7.6580, 4.8560], [5.4856, -6.4558, 5.5958], [5.8832, -6.5364, 6.9707], [6.4084, -3.9827, 1.2625], [7.6599, -4.1133, 2.4643], [6.2695, -3.0801, 2.6966], [4.7924, -4.7687, 2.9633], [6.1904, -5.0755, 4.0791], [4.3711, -5.9697, 1.1842], [5.2220, -7.5207, 0.7382], [6.0306, -5.9664, 0.5551], [7.7235, -6.9394, 3.5818], [7.8081, -6.3741, 1.9269], [7.3554, -8.8639, 1.0789], [7.0149, -9.1601, 2.8107], [8.5532, -8.6461, 2.3763], [4.8992, -8.3468, 2.9108], [4.0210, -6.9057, 3.4830], [6.3737, -8.2333, 4.9092], [4.6773, -8.3540, 5.1877], [5.4579, -5.6195, 7.4009], [6.9700, -6.5283, 6.9911], [5.4461, -7.3808, 7.5284], [-4.7145, 0.4624, 3.7147], [-4.3569, 0.8142, 5.0866], [-3.5385, 2.0533, 5.3068], [-4.4561, 3.1844, 5.1236], [-3.1022, 2.0758, 6.7110], [-2.3826, 0.8947, 7.1822], [-2.4483, 1.9798, 4.2408], [-1.2702, 2.8760, 4.5977], [-1.7730, 4.2184, 4.9379], [-0.8431, 5.2566, 4.7969], [-5.7007, -0.0714, 3.8092], [-4.0544, -0.2385, 3.2139], [-5.0761, 1.3156, 3.1546], [-3.6863, 0.0280, 5.4468], [-5.2297, 1.0805, 5.6223], [-5.1778, 2.9515, 5.9038], [-4.9838, 3.2741, 4.2069], [-3.8993, 4.0551, 5.3295], [-3.9807, 2.3458, 7.3456], [-2.4314, 2.9480, 6.7364], [-1.5640, 0.5533, 6.5300], [-3.0749, 0.0992, 7.2591], [-1.9554, 1.1672, 8.1357], [-2.9782, 2.3753, 3.3543], [-2.0618, 0.9681, 4.1418], [-0.6722, 2.9231, 3.7570], [-0.7441, 2.4402, 5.4728], [-0.0666, 5.1716, 5.5486], [-1.4077, 6.2081, 5.0199], [-0.5501, 5.3182, 3.7615], [-1.1273, -6.0538, 4.2118], [-1.5937, -4.7707, 4.8426], [-3.0577, -4.6725, 5.1926], [-3.5429, -5.7766, 5.9963], [-3.3305, -3.3993, 5.8201], [-2.6820, -3.0452, 7.1837], [-3.9168, -4.6605, 3.9722], [-3.4977, -3.5671, 2.9829], [-2.2986, -3.7997, 2.3068], [-2.4286, -4.5876, 1.1583], [-1.5050, -6.0774, 3.1596], [-1.3284, -7.0191, 4.8748], [-0.0229, -5.9668, 4.2270], [-1.2933, -3.9662, 4.1702], [-1.1616, -4.7347, 5.8243], [-3.2427, -6.7333, 5.5366], [-4.6192, -5.7768, 6.0819], [-3.0988, -5.8552, 6.9261], [-4.4043, -3.2526, 6.1063], [-2.9430, -2.7125, 5.1337], [-2.3980, -3.9169, 7.7805], [-3.3279, -2.4481, 7.8372], [-1.7785, -2.5090, 7.0326], [-4.9987, -4.3893, 4.2401], [-3.8979, -5.5924, 3.4703], [-3.4312, -2.4991, 3.2366], [-4.3291, -3.4635, 2.2446], [-1.6397, -4.3433, 0.4428], [-3.3266, -4.3695, 0.6310], [-2.4019, -5.7269, 1.3073], [3.2291, -0.9224, 1.2351], [1.7720, -1.1508, 0.7946], [1.1133, 0.1161, 0.2805], [1.8065, 0.4600, -1.0159], [-0.3339, -0.2265, -0.0439], [-1.1320, -0.6992, 1.1360], [1.2932, 1.1339, 1.3533], [0.5538, 2.4609, 1.0937], [1.2073, 3.2088, 0.0485], [2.4016, 3.8367, 0.5430], [3.7611, -0.2070, 0.5909], [3.8213, -1.8203, 1.0319], [3.3292, -0.7125, 2.3130], [1.1807, -1.4904, 1.6666], [1.6273, -1.9056, 0.0429], [2.8601, 0.8158, -0.8298], [1.2482, 1.3168, -1.4690], [1.7515, -0.4294, -1.7000], [-0.1910, -0.9466, -0.8964], [-0.7513, 0.6585, -0.5170], [-0.7673, -1.5094, 1.7371], [-2.0690, -1.0486, 0.6426], [-1.3270, 0.0891, 1.8718], [2.3333, 1.2439, 1.5735], [0.9165, 0.7003, 2.2885], [0.4959, 3.0899, 2.0436], [-0.4728, 2.2291, 0.8183], [3.2233, 3.1284, 0.7511], [2.1368, 4.4703, 1.3784], [2.8219, 4.4848, -0.2034], [-0.5617, 6.3666, -5.0466], [0.7592, 5.8212, -4.5125], [0.9058, 4.3769, -4.8761], [2.1686, 3.6780, -4.4224], [1.9972, 2.2182, -4.6603], [3.2333, 1.3966, -4.3611], [4.5398, 2.0037, -4.9653], [4.6496, 3.5949, -4.8426], [3.3573, 4.2268, -5.3342], [2.2986, 3.8893, -2.8706], [-0.6117, 7.4216, -5.2421], [-1.4470, 6.1899, -4.4846], [-0.7428, 5.9124, -6.0321], [0.7286, 5.9947, -3.3874], [1.5152, 6.4329, -4.9915], [0.8602, 4.2236, -5.9822], [0.0617, 3.8563, -4.4689], [1.6988, 2.1790, -5.7529], [1.1632, 1.8325, -3.9911], [3.0831, 0.3865, -4.7330], [3.3682, 1.3861, -3.3140], [4.5782, 1.7288, -5.9970], [5.4765, 1.5810, -4.5640], [5.4503, 3.9861, -5.4461], [4.8244, 3.9350, -3.8780], [3.0060, 3.8389, -6.3274], [3.2347, 5.3050, -5.2453], [2.7813, 4.8190, -2.6532], [2.8476, 3.1256, -2.4300], [1.2703, 3.8430, -2.4367], [4.9231, 5.6644, 2.4914], [6.3537, 5.1254, 2.3721], [6.5444, 4.8726, 0.8771], [7.9212, 4.4203, 0.4386], [8.3895, 3.2965, 1.2316], [9.6209, 2.5271, 0.7751], [9.2666, 2.0228, -0.6307], [8.9631, 3.2221, -1.5215], [7.7094, 4.0126, -1.0166], [8.9321, 5.5618, 0.6704], [4.7963, 6.6374, 1.9414], [4.9003, 5.9611, 3.5466], [4.2218, 4.9760, 2.1591], [6.5228, 4.2169, 2.9819], [7.0349, 5.9542, 2.7018], [6.3826, 5.8269, 0.3647], [5.7773, 4.1594, 0.4258], [7.6142, 2.5477, 1.2812], [8.5604, 3.7381, 2.2035], [9.8696, 1.7371, 1.5184], [10.5845, 3.0656, 0.6762], [8.3641, 1.4809, -0.5927], [9.9263, 1.2930, -1.1034], [8.7170, 2.8789, -2.5367], [9.8448, 3.7963, -1.4472], [6.8227, 3.5007, -1.1904], [7.4994, 4.8742, -1.6347], [8.6752, 6.4471, 0.0412], [9.9384, 5.1442, 0.4211], [8.8351, 5.7396, 1.7498], [5.8245, 0.4105, -1.7199], [5.3980, 1.7474, -1.0851], [5.1786, 1.7696, 0.1683], [5.2254, 2.7219, -1.8597], [6.9040, 0.2333, -1.4702], [5.7512, 0.4286, -2.8281], [5.3012, -0.3897, -1.2075], [0.3845, -1.8163, 5.5260], [-0.4781, -0.8600, 4.7039], [-1.7471, -1.0657, 4.6953], [0.0176, 0.1781, 4.0978], [0.0517, -1.8327, 6.5837], [1.4196, -1.6219, 5.5149], [0.4936, -2.8721, 5.0916], [-5.1995, 0.8476, 0.5189], [-5.1118, 2.3843, 0.6373], [-4.6542, 2.8571, 1.6849], [-5.6735, 3.0437, -0.2674], [-5.9572, 0.4821, 1.2188], [-4.2715, 0.2748, 0.6882], [-5.4205, 0.6268, -0.5139], [-1.3154, 1.6280, -3.0332], [-0.8048, 0.2792, -3.1113], [-1.8429, 1.9040, -4.2937], [-2.3273, 1.7796, -2.0945], [-0.2566, 2.5557, -2.7692], [2.1929, -3.9751, 2.5588], [2.5573, -4.3645, 1.2537], [2.3053, -5.1242, 3.3624], [2.9693, -2.9578, 3.0413], [0.7977, -3.5922, 2.5697]], "forces_ev_per_angstrom": [[1.04, -3.96, 1.67], [1.26, 0.56, -1.72], [0.47, 1.00, 0.34], [-2.12, -1.79, 0.32], [-0.36, -1.50, -0.99], [0.51, 0.44, -0.80], [0.01, 2.68, -0.37], [-1.45, -0.68, -0.95], [0.90, -2.15, 0.45], [-0.12, 1.50, 1.28], [-0.79, 0.06, 0.78], [-0.46, 0.50, -0.34], [-0.16, 1.33, -0.27], [-0.36, 0.77, 0.32], [-0.89, -0.48, -0.28], [-0.76, -0.32, -0.70], [0.27, 0.19, 0.47], [1.94, 1.26, -0.76], [-0.64, 0.32, 0.90], [0.70, 0.87, 0.06], [-0.04, -0.89, 0.94], [0.17, -0.21, -0.07], [0.10, 0.04, 0.27], [0.01, -0.25, 0.86], [0.04, -1.02, -0.48], [0.51, 0.74, 0.39], [0.62, 0.82, -0.64], [-0.68, -0.07, -1.16], [-0.41, 0.11, 0.73], [0.70, 0.06, -0.38], [0.01, -1.03, 1.33], [-0.65, -0.27, -0.14], [-0.96, 1.68, -1.80], [-0.48, 0.84, 1.80], [1.97, -1.88, -0.53], [-1.96, -0.60, -0.06], [1.53, 1.16, -1.88], [-0.28, 1.54, 0.48], [-1.50, 1.28, -0.87], [1.20, -1.11, 1.19], [0.69, -0.21, 0.03], [0.15, 0.95, -1.63], [0.14, 0.36, 0.15], [0.89, -0.47, 0.52], [-0.67, 0.11, 0.55], [-0.20, -0.58, -0.60], [0.41, 0.92, -0.05], [1.01, -0.67, -0.39], [0.41, 0.60, 0.41], [-1.88, 0.63, 0.86], [0.98, 0.25, 0.18], [-0.16, 0.31, 0.25], [0.59, -0.61, -0.35], [0.06, -0.85, -0.72], [0.16, -0.36, 0.31], [0.36, -0.32, 1.63], [-1.56, -2.15, 0.30], [-0.59, -0.26, -0.21], [0.27, 0.18, 0.06], [0.17, 0.59, -0.97], [1.46, 2.24, 0.35], [-0.48, -0.79, -0.62], [-1.05, 0.64, 0.46], [-1.44, 1.17, 0.77], [2.45, 1.71, 1.76], [-1.39, -2.32, -1.91], [-1.60, -0.88, 0.58], [-0.23, -0.27, -0.14], [0.69, 0.11, 1.75], [-1.10, -0.78, -0.19], [0.03, -0.95, -0.04], [-0.22, -0.43, 0.18], [-0.10, -0.60, -0.22], [-0.01, 0.10, -0.19], [-0.34, 0.87, 0.21], [-0.24, 0.04, -0.14], [0.31, -0.62, -0.28], [1.11, -0.05, 0.30], [-1.19, -0.05, -0.97], [-0.06, 0.42, -0.71], [0.36, -0.65, 0.06], [0.44, 0.28, 0.64], [0.41, 0.67, 0.90], [0.49, -0.70, -1.04], [-0.07, -0.01, 0.15], [0.15, 0.69, -0.03], [0.77, 0.23, -0.75], [-0.24, 0.38, -0.67], [0.21, -0.45, -0.14], [0.91, 0.55, 0.15], [-0.61, 0.68, 1.65], [0.01, -0.10, -0.96], [-1.20, -0.60, 0.02], [-1.38, 0.08, -0.75], [0.64, 0.95, 0.40], [-1.02, -0.12, -0.85], [2.41, 0.21, 0.83], [-1.95, 0.20, -0.41], [-0.19, -0.69, -0.27], [-0.58, 0.43, -0.29], [-0.32, -0.15, -1.66], [1.17, -0.02, 0.01], [0.30, -0.39, -0.11], [-0.14, -0.40, 0.58], [-0.25, -0.08, 0.58], [0.87, -0.62, 0.12], [0.18, 0.49, 0.74], [0.30, 0.17, -0.19], [-0.55, -0.04, -0.64], [0.41, 0.03, -0.22], [0.05, 0.92, 1.14], [-0.43, -0.63, 0.26], [1.25, -0.35, -0.06], [-0.21, -0.16, -0.16], [-0.99, 0.59, -0.18], [0.97, -0.11, -0.05], [0.23, 0.22, 0.48], [0.46, -0.26, 0.08], [0.10, -0.13, 0.46], [0.24, 0.05, -0.45], [-2.70, -0.75, -0.86], [1.68, -0.41, 0.80], [-0.29, -1.34, -2.16], [-0.48, -0.20, 1.40], [0.42, 2.51, 0.21], [1.17, -0.58, -0.04], [0.02, 1.88, 0.37], [-1.99, 0.64, 2.41], [-0.11, -1.57, -0.37], [-1.43, 1.12, 0.67], [0.82, -0.08, 0.07], [0.36, 0.52, -0.21], [0.79, 0.21, -0.62], [-0.79, -0.12, 0.42], [-0.93, -0.74, 1.09], [-0.38, 0.85, -0.01], [0.10, -0.43, -1.20], [0.28, 1.13, 0.25], [0.59, -0.47, -0.51], [-0.36, -0.10, 0.29], [-0.34, 0.31, 0.11], [-0.36, -1.12, 0.61], [0.05, -0.26, 0.45], [0.47, -0.48, 0.10], [-0.29, -0.16, -0.03], [1.59, 0.08, -1.57], [0.10, 0.40, -0.64], [0.64, -0.01, -0.26], [0.56, -0.89, -0.18], [0.81, 0.02, -0.36], [-0.10, -1.64, 0.59], [0.36, -0.67, 0.66], [-1.28, -0.74, -0.92], [-0.20, -2.32, -1.21], [-0.94, 1.67, 3.47], [0.26, -1.20, 0.17], [-1.21, 2.67, -0.52], [-1.00, 0.95, -1.59], [0.25, -0.46, -0.35], [0.87, -1.62, -0.59], [0.52, -0.64, 0.95], [0.11, 1.93, -1.70], [-0.52, -0.01, -0.46], [-0.26, 0.25, 0.59], [0.64, 0.59, 0.39], [-0.39, 0.48, -0.22], [-0.21, 0.33, 0.03], [0.89, 0.53, 2.06], [0.55, -0.60, -1.36], [0.02, 1.58, -0.76], [-0.19, -0.09, -0.03], [-0.11, -0.13, -0.47], [0.69, 0.58, -0.20], [1.59, -0.72, 0.06], [0.14, -1.08, -0.27], [0.09, -0.56, 1.26], [0.24, -0.65, 0.20], [0.29, -0.03, 0.43], [-1.13, 0.23, -0.32], [0.00, 1.46, 0.16], [0.49, -0.41, -0.80], [0.11, 0.13, 1.62], [0.91, -0.82, -0.34], [-0.03, 1.08, -0.60], [1.46, -0.20, -0.88], [-1.38, 0.17, -0.52], [-1.41, 0.70, 0.88], [1.11, 0.14, 0.38], [-0.13, 0.15, 0.63], [-0.12, -0.63, -0.20], [-0.31, 0.30, 0.61], [-0.43, -0.20, 0.30], [-0.09, 0.15, -0.69], [0.43, 0.29, -0.49], [0.23, -0.23, -0.50], [-1.13, -0.60, -0.07], [0.44, -0.83, 0.29], [0.16, 0.87, 0.77], [-0.59, 0.35, 1.02], [-0.22, 0.03, 0.12], [0.45, -0.61, -0.13], [0.26, 0.31, 0.74], [-0.20, 0.06, -0.34], [0.72, 0.34, -0.46], [-0.33, -0.10, -0.18], [0.30, -0.86, -1.03], [-0.05, 0.34, -0.37], [-0.44, 0.04, 0.28], [0.07, 0.04, 0.59], [-0.15, 0.30, -0.73], [-0.15, -0.52, -1.63], [-0.50, 1.31, 1.32], [0.05, -0.55, -0.96], [0.15, 0.93, 1.27], [-1.23, -0.82, -0.80], [1.29, 1.19, -1.03], [0.26, 1.13, 0.60], [-1.39, -1.51, -2.01], [-1.80, -1.54, 0.90], [-1.86, 0.76, -1.51], [0.63, 0.64, 0.11], [-0.54, -0.69, 0.87], [-0.10, 0.09, 0.13], [0.57, -0.33, -1.33], [0.44, 0.12, 0.33], [0.09, 0.29, 0.73], [-0.25, -0.62, 0.26], [0.20, -0.36, 1.19], [0.89, 0.74, -1.22], [-0.05, -0.08, 0.07], [0.11, -0.38, 1.30], [-0.09, 0.11, -1.01], [-0.66, 0.07, 0.27], [0.45, -0.09, -0.42], [0.39, 0.19, 2.04], [0.66, 0.65, 0.66], [0.50, -0.07, -0.21], [0.22, 0.62, -0.14], [1.24, -1.37, 0.43], [0.95, 0.21, -0.57], [2.12, 2.44, 1.17], [0.30, 0.47, -0.90], [-0.63, -0.25, -0.21], [-0.63, 1.16, -1.67], [0.78, -0.86, 1.51], [0.94, -0.35, -1.02], [-0.03, -0.23, -0.04], [-1.59, -0.53, 0.31], [3.57, 0.55, -0.28], [-0.25, -0.86, -0.74], [0.22, -0.97, 0.22], [-1.05, -0.33, -0.11], [-1.45, -1.24, -0.16], [-0.24, 0.56, -0.27], [-0.43, -0.91, -0.08], [0.14, -0.08, -0.04], [1.09, 0.48, 0.91], [-0.66, 0.00, 0.12], [-0.06, -0.31, 0.49], [-0.61, 0.36, -0.52], [-0.63, 0.32, 0.29], [-1.35, -0.88, 0.47], [0.61, 0.49, 0.18], [0.42, 0.36, 0.18], [0.94, 1.20, -0.76], [-1.43, -1.46, 0.64], [0.56, 0.84, 0.14], [0.18, -0.81, 0.59], [-0.88, 0.67, 0.24], [0.38, 0.37, -0.55], [1.26, 0.41, 0.16], [-0.96, -0.28, 0.73], [0.55, -0.09, -1.03], [-0.04, 0.03, -0.18], [-0.79, 0.18, -0.23], [-0.23, -0.21, 0.86], [-0.26, -0.26, -0.33], [-0.20, -1.59, -0.37], [-0.73, 2.02, -1.38], [1.22, -0.43, 0.12], [-0.29, -2.40, 1.41], [0.09, -0.17, -0.69], [1.24, 1.23, 0.06], [-1.14, 1.27, 0.53], [0.76, -0.15, -0.38], [-1.11, -0.55, -0.20], [0.94, 0.38, 1.04], [0.09, 0.02, -0.32], [-0.02, -0.04, -0.26], [-0.15, 0.60, 0.41], [-0.59, -0.23, -0.31], [-0.35, -0.88, -1.21], [0.01, 1.00, 0.69], [0.09, 0.39, -0.26], [0.29, -0.60, 0.44], [-0.43, -0.51, 0.47], [-1.61, -0.84, -0.11], [0.23, 0.35, -0.21], [0.24, -0.28, 0.40], [0.45, 0.28, 0.28], [0.69, -0.01, -0.09]], "mulliken_charge": [-1.375, -0.431, -0.041, -1.105, -0.281, -1.302, -0.885, -0.690, -0.181, -0.884, 0.405, 0.314, 0.355, 0.388, 0.632, 0.458, 0.451, 0.468, 0.383, 0.548, 0.359, 0.349, 0.286, 0.509, 0.489, 0.523, 0.339, 0.299, 0.276, 0.342, -0.332, -0.886, 0.208, -1.092, -0.565, -1.306, 0.120, -1.506, -0.371, -0.750, -0.160, 0.670, 0.074, 0.538, 0.429, 0.442, 0.402, 0.416, 0.445, 0.655, 0.375, 0.269, 0.440, -0.003, 0.394, 0.573, 0.723, 0.321, 0.297, 0.283, -1.455, 0.013, 1.347, -0.947, -0.306, 0.132, -0.493, -0.938, -0.198, -0.682, 0.373, 0.121, 0.474, 0.575, -0.174, -0.217, 0.401, 0.529, -0.045, 0.715, -0.185, -0.316, -0.201, 0.405, 0.266, 0.615, 0.370, 0.145, 0.345, 0.262, -1.860, 0.350, 0.419, -0.916, -0.558, -1.345, -0.618, -0.740, -0.223, -0.844, 0.441, 0.459, 0.461, -0.144, 0.364, 0.198, 0.393, 0.435, 0.434, 0.526, 0.293, 0.327, 0.454, 0.518, 0.361, 0.431, 0.451, 0.236, 0.310, 0.333, -0.010, -0.468, 0.785, -0.994, -0.156, -1.339, 1.257, -0.597, -0.372, -0.631, 0.711, -0.283, -0.281, -0.442, 0.652, 0.496, 0.034, 0.463, 0.606, 0.155, 0.109, 0.457, 0.472, -0.153, -0.673, -0.020, 0.584, 0.315, 0.305, -0.027, -1.024, 0.486, 0.992, -1.132, 0.516, -1.198, -0.658, 0.149, 0.571, -1.222, -0.040, 0.437, 0.150, -0.786, 0.804, 0.435, 0.377, 0.383, 0.515, -0.904, 0.285, 0.292, 0.090, 0.475, 0.431, -0.855, 0.752, 0.211, 0.435, 0.282, -1.260, 1.267, 1.385, -0.600, 0.210, 0.123, -0.047, -0.176, 1.080, -1.837, 0.017, 0.154, 0.374, -1.353, 0.624, -0.284, -0.293, 0.661, 0.704, -0.185, -0.978, 0.578, -0.465, 0.930, -0.826, -0.104, -0.347, 0.138, 0.475, 0.625, -1.491, 0.187, -0.412, 0.369, -0.049, 0.879, -1.214, -0.375, -0.817, -0.826, 0.447, 0.263, 0.379, 0.064, 0.300, 0.722, -0.054, 0.764, -0.512, 0.689, -1.253, 0.659, 0.266, 0.683, 0.065, 0.325, 0.477, 0.551, 0.230, -0.189, -1.085, -0.125, -0.096, 0.392, -0.494, -0.869, -0.286, -0.984, -0.204, -0.820, 0.343, 0.486, -0.039, 0.320, 0.313, 0.483, -0.430, 0.173, 0.606, 0.417, 0.267, -0.090, 0.406, 0.547, 0.444, -0.344, 0.519, 0.240, 0.403, 0.403, -1.116, 1.130, -0.589, -0.748, 0.431, 0.113, 0.128, -1.248, 0.101, 0.210, -0.604, 0.306, 0.536, -0.183, -0.697, 0.280, -0.827, -0.121, 0.427, -0.314, 0.040, -0.072, -0.402, -0.416, 0.204, -0.241, 0.206, -0.413, -0.402, -0.368, -0.145]}